*i*
# C4H11N3O2

2 unconnected molecules or ions with the total composition C4H11N3O2 (ωB97M-V/def2-TZVPD, the Open Molecules 2025 dataset).

As for the SMILES: [H]/N=C(/N)NC.CC(=O)O. The total charge is 0. The calculation puts the LUMO energy at 0.0265 Eh. The calculation puts the HOMO energy at -0.3114 hartree. As for the spin multiplicity: 1. The value obtained for the molar mass is 133.151 g mol⁻¹.

Each line ends with the natural charge from an NBO analysis.
CARTESIAN COORDINATES (ANGSTROEM)
H  -1.34  -1.00  -0.12  0.40
N  -0.74  -1.78  -0.50  -0.78
C  0.42  -1.79  -0.93  0.57
N  1.02  -3.04  -1.11  -0.86
N  1.29  -0.68  -1.05  -0.71
C  0.88  0.56  -1.74  -0.39
H  0.43  -3.91  -1.15  0.40
H  1.97  -3.27  -1.45  0.39
H  2.18  -0.75  -0.52  0.39
H  -0.13  0.83  -1.58  0.20
H  0.79  0.34  -2.82  0.18
H  1.50  1.32  -1.62  0.20
C  -1.70  2.29  1.84  -0.74
C  -0.57  1.46  2.06  0.78
O  0.26  1.50  2.85  -0.57
O  -0.57  0.40  1.18  -0.72
H  -1.38  3.32  1.97  0.24
H  -2.52  2.01  2.51  0.26
H  -2.12  2.31  0.79  0.24
H  0.31  -0.13  1.42  0.51

*ii*
# C4H11N3O2

2 unconnected molecules or ions with the total composition C4H11N3O2 (ωB97M-V/def2-TZVPD, the Open Molecules 2025 dataset).

As for the SMILES: [H]/N=C(/N)NC.CC(=O)O. The total charge is 0. The calculation puts the LUMO energy at 0.0275 Eh. The calculation puts the HOMO energy at -0.3208 hartree. As for the spin multiplicity: 1. The value obtained for the molar mass is 133.151 g mol⁻¹.

Each line ends with the natural charge from an NBO analysis.
CARTESIAN COORDINATES (ANGSTROEM)
H  0.17  0.07  -0.19  0.35
N  1.13  -0.15  -0.36  -0.84
C  1.71  -1.14  0.21  0.59
N  3.10  -1.19  0.01  -0.83
N  1.08  -2.15  0.87  -0.63
C  -0.28  -1.92  1.31  -0.43
H  3.28  -0.47  -0.67  0.40
H  3.57  -2.04  -0.24  0.37
H  1.50  -2.99  1.20  0.40
H  -1.09  -2.22  0.64  0.19
H  -0.47  -0.87  1.53  0.22
H  -0.56  -2.46  2.22  0.20
C  -0.77  2.35  -1.28  -0.73
C  -1.91  2.11  -0.27  0.81
O  -1.77  1.67  0.84  -0.60
O  -3.13  2.39  -0.76  -0.72
H  -1.19  1.99  -2.24  0.23
H  -0.03  1.64  -0.92  0.26
H  -0.40  3.36  -1.49  0.25
H  -3.94  2.01  -0.41  0.51

*iii*
# C4H11N3O2

2 unconnected molecules or ions with the total composition C4H11N3O2 (ωB97M-V/def2-TZVPD, the Open Molecules 2025 dataset).

As for the SMILES: [H]/N=C(/N)NC.CC(=O)O. The total charge is 0. The calculation puts the LUMO energy at 0.0189 Eh. The calculation puts the HOMO energy at -0.3005 hartree. As for the spin multiplicity: 1. The value obtained for the molar mass is 133.151 g mol⁻¹.

Each line ends with the natural charge from an NBO analysis.
CARTESIAN COORDINATES (ANGSTROEM)
H  -0.80  2.52  0.53  0.34
N  0.09  1.95  0.67  -0.75
C  0.66  1.38  -0.37  0.56
N  1.63  0.44  0.02  -0.84
N  0.17  1.64  -1.69  -0.66
C  0.55  2.66  -2.52  -0.39
H  1.54  -0.11  0.93  0.44
H  1.80  -0.24  -0.75  0.37
H  0.03  0.76  -2.18  0.37
H  1.47  2.45  -3.09  0.15
H  0.80  3.58  -2.10  0.21
H  -0.30  2.52  -3.19  0.20
C  -1.68  -2.80  1.63  -0.76
C  -0.29  -2.37  1.25  0.83
O  0.38  -2.35  0.30  -0.52
O  0.23  -1.50  2.26  -0.80
H  -2.50  -2.15  1.35  0.26
H  -1.94  -3.23  2.63  0.25
H  -1.89  -3.78  1.04  0.23
H  0.05  -1.39  3.29  0.52

*iv*
# C4H11N3O2

2 unconnected molecules or ions with the total composition C4H11N3O2 (ωB97M-V/def2-TZVPD, the Open Molecules 2025 dataset).

As for the SMILES: [H]/N=C(/N)NC.CC(=O)O. The total charge is 0. The calculation puts the LUMO energy at 0.0212 Eh. The calculation puts the HOMO energy at -0.3107 hartree. As for the spin multiplicity: 1. The value obtained for the molar mass is 133.151 g mol⁻¹.

Each line ends with the natural charge from an NBO analysis.
CARTESIAN COORDINATES (ANGSTROEM)
H  -2.01  0.90  -2.14  0.32
N  -1.40  1.36  -1.51  -0.81
C  0.00  1.10  -1.75  0.58
N  0.85  1.48  -0.68  -0.84
N  0.56  0.38  -2.84  -0.64
C  -0.24  0.14  -3.98  -0.41
H  0.63  1.42  0.29  0.42
H  1.84  1.62  -0.91  0.37
H  1.65  0.41  -2.87  0.40
H  -0.36  1.10  -4.49  0.19
H  -1.31  -0.14  -3.53  0.21
H  0.22  -0.45  -4.75  0.22
C  -0.62  -1.66  3.03  -0.76
C  0.41  -1.24  4.00  0.80
O  1.37  -1.76  4.61  -0.57
O  0.18  0.22  4.35  -0.74
H  -0.26  -2.60  2.54  0.24
H  -0.66  -0.91  2.29  0.26
H  -1.63  -1.58  3.20  0.27
H  0.79  0.20  5.12  0.48

Stability summary - winner: *ii*; margin: 1.099 eV.

*i*
# C2H2O2S

A single C2H2O2S molecule (ωB97M-V/def2-TZVPD, the Open Molecules 2025 dataset).

As for the SMILES: O=CC(O)=S. The total charge is 0. The calculation puts the LUMO energy at -0.0484 Eh. The calculation puts the HOMO energy at -0.3410 hartree. As for the spin multiplicity: 1. The value obtained for the molar mass is 90.103 g mol⁻¹.

Each line ends with the natural charge from an NBO analysis.
CARTESIAN COORDINATES (ANGSTROEM)
O  -1.66  -1.35  0.16  -0.42
C  -0.85  -0.76  -0.48  0.38
C  0.12  0.33  0.16  0.11
O  1.29  0.80  -0.39  -0.66
S  -0.33  0.78  1.74  -0.04
H  -0.39  -1.08  -1.40  0.13
H  1.82  1.28  0.21  0.51

*ii*
# C2H2O2S

2 unconnected molecules or ions with the total composition C2H2O2S (ωB97M-V/def2-TZVPD, the Open Molecules 2025 dataset).

The total charge is 0. The calculation puts the LUMO energy (alpha / beta) at -0.0899 / -0.0900 Eh. The calculation puts the HOMO energy (alpha / beta) at -0.3613 / -0.3613 hartree. As for the spin multiplicity: 1. The value obtained for the molar mass is 90.103 g mol⁻¹.

Each line ends with the natural charge from an NBO analysis.
CARTESIAN COORDINATES (ANGSTROEM)
C  -0.06  -0.86  -0.59  0.78
C  0.79  0.15  0.04  -0.20
O  -0.40  -1.93  -0.90  -0.49
O  -0.58  0.39  -0.42  -0.48
S  -2.31  1.63  1.35  -0.02
H  0.99  0.10  1.11  0.21
H  1.55  0.53  -0.60  0.20

Stability summary - winner: *i*; margin: 2.883 eV.

*i*
# C2H2O2S

A single C2H2O2S molecule (ωB97M-V/def2-TZVPD, the Open Molecules 2025 dataset).

The total charge is 0. The calculation puts the LUMO energy at -0.0407 Eh. The calculation puts the HOMO energy at -0.3298 hartree. As for the spin multiplicity: 1. The value obtained for the molar mass is 90.103 g mol⁻¹.

Each line ends with the natural charge from an NBO analysis.
CARTESIAN COORDINATES (ANGSTROEM)
C  -0.63  -0.67  -0.03  0.31
C  -0.29  0.75  -0.08  -0.66
O  0.30  -1.43  0.03  -0.46
O  2.02  -0.16  0.12  -0.80
S  1.31  1.12  -0.01  1.21
H  -1.61  -1.17  0.01  0.15
H  -1.09  1.57  -0.05  0.25

*ii*
# C2H2O2S

2 unconnected molecules or ions with the total composition C2H2O2S (ωB97M-V/def2-TZVPD, the Open Molecules 2025 dataset).

The total charge is 0. The calculation puts the LUMO energy at -0.0263 Eh. The calculation puts the HOMO energy at -0.3982 hartree. As for the spin multiplicity: 1. The value obtained for the molar mass is 90.103 g mol⁻¹.

Each line ends with the natural charge from an NBO analysis.
CARTESIAN COORDINATES (ANGSTROEM)
C  1.17  0.04  -0.50  -0.19
C  1.19  -0.09  0.70  -0.26
O  -1.63  -0.92  -0.85  -0.86
O  -1.69  1.27  0.24  -0.85
S  -1.51  -0.14  0.38  1.66
H  1.29  0.26  -1.60  0.27
H  1.18  -0.43  1.62  0.22

*iii*
# C2H2O2S

A molecular structure, C2H2O2S (ωB97M-V/def2-TZVPD, the Open Molecules 2025 dataset).

The total charge is 0. The calculation puts the LUMO energy at -0.0433 Eh. The calculation puts the HOMO energy at -0.3473 hartree. As for the spin multiplicity: 1. The value obtained for the molar mass is 90.103 g mol⁻¹.

Each line ends with the natural charge from an NBO analysis.
CARTESIAN COORDINATES (ANGSTROEM)
C  0.04  -0.33  -0.39  0.51
C  -1.38  -0.06  0.35  0.40
O  0.11  -1.35  -0.96  -0.47
O  -2.34  0.28  -0.22  -0.42
S  2.29  0.31  -0.56  -0.31
H  -1.10  -0.36  1.50  0.16
H  2.37  1.51  0.27  0.14

*iv*
# C2H2O2S

2 unconnected molecules or ions with the total composition C2H2O2S (ωB97M-V/def2-TZVPD, the Open Molecules 2025 dataset).

As for the SMILES: O=C=S.C=O. The total charge is 0. The calculation puts the LUMO energy at 0.0211 Eh. The calculation puts the HOMO energy at -0.3792 hartree. As for the spin multiplicity: 1. The value obtained for the molar mass is 90.103 g mol⁻¹.

Each line ends with the natural charge from an NBO analysis.
CARTESIAN COORDINATES (ANGSTROEM)
O  1.07  3.23  0.06  -0.44
C  1.89  2.52  0.48  0.46
S  2.99  1.61  1.15  -0.02
C  -0.97  -0.06  0.95  0.29
O  -0.86  0.08  -0.24  -0.48
H  -0.64  0.49  1.78  0.11
H  -1.69  -0.76  1.42  0.08

Stability summary - winner: *iv*; margin: 2.165 eV.